Record 1
Here is C5H7NO in the gas phase from the Open Molecules 2025 dataset. Energies are from the ωB97M-V functional and the def2-TZVPD basis.

Calculated values
LUMO   0.878 eV
Frontier orbital gap   10.0 eV
HOMO   -9.17 eV
Structure (SMILES)   C[C@]12N[C@H]1CC2=O
Net charge   0
Energy above the lowest of the compared OMol25 structures with the same formula, charge and spin   288.3 kJ/mol

Last column: Mulliken charge in e.
Positions of all 14 atoms, in Å:
1 C -1.755 0.189 0.009  -1.167
2 C -0.401 -0.494 0.189  0.874
3 N 0.408 -1.360 1.083  -0.619
4 C 0.741 0.046 0.990  -0.290
5 C 1.406 0.555 -0.304  -0.536
6 C 0.371 -0.275 -1.065  0.114
7 O 0.130 -0.572 -2.205  -0.574
8 H -1.595 0.919 -0.813  0.321
9 H -2.036 0.789 0.873  0.334
10 H -2.568 -0.442 -0.344  0.308
11 H 1.080 -1.978 0.612  0.267
12 H 0.645 0.591 1.925  0.406
13 H 2.449 0.413 -0.561  0.342
14 H 1.126 1.619 -0.388  0.220

---

Record 2
Here is C5H7NO in the gas phase from the Open Molecules 2025 dataset. Energies are from the ωB97M-V functional and the def2-TZVPD basis.

Calculated values
LUMO   1.020 eV
Frontier orbital gap   9.1 eV
HOMO   -8.10 eV
Structure (SMILES)   Cc1cc(N)co1
Net charge   0
Energy above the lowest of the compared OMol25 structures with the same formula, charge and spin   273.6 kJ/mol

Last column: Mulliken charge in e.
Positions of all 14 atoms, in Å:
1 C 2.363 -0.124 0.218  -1.109
2 C 0.910 0.100 -0.008  0.657
3 C -0.077 -0.871 -0.058  -0.654
4 C -1.308 -0.075 -0.105  0.681
5 N -2.603 -0.599 -0.074  -0.558
6 C -0.937 1.225 -0.165  -0.623
7 O 0.447 1.348 -0.107  -0.383
8 H 2.991 0.509 -0.410  0.329
9 H 2.618 -1.179 0.073  0.325
10 H 2.558 0.108 1.272  0.274
11 H 0.437 -1.075 -1.050  0.106
12 H -2.635 -1.521 0.343  0.266
13 H -3.289 0.006 0.364  0.255
14 H -1.476 2.148 -0.293  0.436

---

Record 3
Here is C5H7NO in the gas phase from the Open Molecules 2025 dataset. Energies are from the ωB97M-V functional and the def2-TZVPD basis.

Calculated values
LUMO   1.019 eV
Frontier orbital gap   10.2 eV
HOMO   -9.13 eV
Net charge   0
Energy above the lowest of the compared OMol25 structures with the same formula, charge and spin   518.0 kJ/mol

Last column: Mulliken charge in e.
Positions of all 14 atoms, in Å:
1 C -1.523 -0.884 -0.270  -0.477
2 N -1.803 0.552 -0.095  -0.647
3 C -0.442 0.118 -0.133  0.445
4 C 0.643 0.274 0.882  -0.314
5 C 1.690 -0.297 -0.111  -0.528
6 C 0.883 0.806 -0.785  -0.187
7 O 0.965 1.635 0.389  -0.466
8 H -1.659 -1.562 0.578  0.222
9 H -1.883 -1.299 -1.212  0.238
10 H -2.125 0.797 0.840  0.246
11 H 0.544 0.169 1.955  0.513
12 H 1.545 -1.275 -0.568  0.210
13 H 2.713 -0.136 0.245  0.267
14 H 0.451 1.101 -1.715  0.479